*P*
The following is a DFT calculation (ωB97M-V with the def2-TZVPD basis set) of a cluster of 14 separate species, C72H178N6O30 in total.

```
286
Properties=species:S:1:pos:R:3
C -4.20035 -0.42946 -2.39030
O -3.18938 0.11972 -1.56752
C -3.49862 -0.05953 -0.21102
C -2.49906 0.70861 0.60957
O -3.19212 1.10910 1.86007
C -2.37104 1.55058 2.92524
C -3.17910 1.74089 4.21122
O -3.63114 0.37890 4.49004
C -4.88385 0.30004 5.21227
H -4.34087 -1.49858 -2.23112
H -3.81932 -0.34762 -3.40824
H -5.11355 0.12188 -2.16629
H -3.63874 -1.08675 0.12558
H -4.43628 0.41785 0.07360
H -2.09432 1.51417 -0.00309
H -1.72790 -0.05230 0.72970
H -1.99923 2.54045 2.66063
H -1.50974 0.89727 3.06470
H -3.98602 2.44807 4.01920
H -2.50452 2.20632 4.92984
H -4.81793 0.95099 6.08406
H -5.11636 -0.74439 5.42012
H -5.75650 0.59879 4.63145
C 0.50355 1.09282 -4.90211
O -0.43292 0.21098 -5.39124
C -1.51832 0.77811 -6.16846
C -2.16779 2.09233 -5.63521
O -1.44838 3.28485 -5.75765
C -0.95884 3.80326 -7.05930
C -1.95078 3.80330 -8.25918
O -2.21379 2.45665 -8.58783
C -3.06222 2.27659 -9.69252
H 0.05299 1.63924 -4.07355
H 0.75365 1.64801 -5.80616
H 1.34026 0.52619 -4.49354
H -2.21146 -0.06289 -6.18836
H -1.11275 0.96919 -7.16199
H -2.49491 2.04576 -4.59650
H -3.13967 2.15253 -6.12503
H -0.27034 3.02921 -7.39829
H -0.33404 4.69234 -6.97412
H -1.60565 4.39820 -9.10481
H -2.88554 4.26794 -7.94546
H -3.40777 1.25620 -9.85836
H -2.53312 2.71876 -10.53670
H -4.03500 2.74364 -9.53869
C -0.80865 12.34539 -0.76766
O -0.83952 10.94933 -0.92276
C -1.87141 10.48859 -1.76173
C -1.84951 8.93774 -2.01014
O -1.82771 8.24050 -0.79567
C -1.86409 6.84682 -0.78378
C -1.75993 6.15850 0.52539
O -0.65638 6.47260 1.36654
C 0.55022 5.68103 1.34444
H -1.75196 12.79439 -1.07859
H -0.02334 12.89879 -1.28255
H -0.72365 12.51529 0.30566
H -1.80348 11.00553 -2.71894
H -2.81926 10.69458 -1.26449
H -1.01235 8.68125 -2.65936
H -2.76335 8.55150 -2.46159
H -0.82976 6.79665 -1.12398
H -2.49862 6.27736 -1.46288
H -1.93322 5.09413 0.36672
H -2.68238 6.51274 0.98551
H 0.44602 4.64409 1.66382
H 1.29078 6.18165 1.96818
H 0.93706 5.69754 0.32553
C 2.34585 0.08539 1.90910
O 2.05628 1.39412 1.50316
C 0.84057 1.56069 0.83983
C 0.74914 1.02670 -0.55772
O 0.36318 -0.33782 -0.62514
C 0.11846 -0.84217 -1.99927
C -0.47622 -2.27590 -1.88107
O -0.52833 -3.07937 -3.09322
C -1.64415 -2.67287 -3.86765
H 1.51187 -0.26488 2.51730
H 3.17632 0.03825 2.61352
H 2.46482 -0.60739 1.07604
H 0.82064 2.62594 0.60973
H -0.03418 1.42826 1.47652
H 1.70745 1.11601 -1.06935
H 0.08891 1.71797 -1.08150
H 1.07329 -0.91969 -2.51924
H -0.56862 -0.15506 -2.49314
H -1.50515 -2.26981 -1.52139
H 0.09669 -2.86048 -1.16125
H -1.69549 -3.31429 -4.74745
H -1.58094 -1.62363 -4.15610
H -2.59682 -2.82510 -3.36035
C 4.48545 0.48525 5.26341
O 5.26746 0.36558 4.09309
C 5.71942 1.70612 3.72381
C 6.65273 1.55252 2.50819
O 7.85379 0.82796 2.79008
C 8.93143 1.61470 3.42494
C 9.35035 2.88486 2.82111
O 9.42413 2.77719 1.39329
C 9.63139 3.97756 0.73346
H 3.60746 1.10584 5.08431
H 5.03045 0.90844 6.10721
H 4.05550 -0.48595 5.50838
H 6.41179 2.12696 4.45292
H 4.88536 2.34549 3.43458
H 6.88387 2.51991 2.06229
H 6.16386 0.98009 1.71988
H 9.80743 0.96620 3.43797
H 8.62920 1.80281 4.45517
H 10.27345 3.19515 3.31071
H 8.72650 3.72301 3.13162
H 9.59573 3.84241 -0.34755
H 10.60370 4.24060 1.15001
H 8.93168 4.74548 1.06330
C 0.07397 -0.73201 5.38610
O -0.02748 -0.30900 6.72748
C -1.39685 -0.11105 7.14400
C -1.55476 -0.22362 8.62782
O -0.76267 0.63378 9.45635
C -1.06557 1.99781 9.49855
C -0.10904 2.90192 10.27611
O 0.49452 2.00929 11.21220
C 1.10675 2.80610 12.27322
H 0.26989 -1.80360 5.42355
H 0.89776 -0.24715 4.86228
H -0.74844 -0.42597 4.73950
H -2.07812 -0.86274 6.74534
H -1.63365 0.91800 6.87365
H -1.43550 -1.27854 8.87486
H -2.59633 0.03334 8.82072
H -2.11432 2.23987 9.67073
H -0.87446 2.29247 8.46668
H -0.78010 3.65466 10.68983
H 0.64990 3.38883 9.66371
H 0.39727 3.43831 12.80712
H 1.91745 3.43305 11.90201
H 1.45905 2.09525 13.02067
C -0.13541 -2.56294 2.07058
O -0.87393 -3.74348 2.43435
C -2.30305 -3.65286 2.19951
C -3.01566 -2.58320 3.07822
O -2.47063 -2.60035 4.42695
C -2.86909 -3.76379 5.21603
C -2.36253 -3.91583 6.65895
O -2.85530 -3.10915 7.79764
C -4.07076 -3.43636 8.37374
H -0.42337 -1.61703 2.52930
H -0.16305 -2.43868 0.98803
H 0.90848 -2.68603 2.35909
H -2.85058 -4.56896 2.42101
H -2.46962 -3.37902 1.15770
H -4.08966 -2.73667 3.18343
H -2.97288 -1.54519 2.74835
H -2.53904 -4.65529 4.68273
H -3.95705 -3.81776 5.17671
H -1.35172 -3.50851 6.68030
H -2.36834 -4.97159 6.92994
H -4.71560 -3.84011 7.59319
H -4.62475 -2.55055 8.68444
H -3.84431 -4.11376 9.19712
C -5.79229 -10.26107 1.95635
O -6.58866 -9.29125 1.35013
C -6.29448 -7.95479 1.79024
C -4.94069 -7.50143 1.13538
O -4.51528 -6.15358 1.14899
C -5.09829 -5.45581 0.08755
C -4.04212 -5.28680 -1.05140
O -4.22027 -6.27056 -2.07944
C -3.48785 -6.04602 -3.23812
H -4.74142 -10.21876 1.67003
H -6.08006 -11.26046 1.62997
H -5.93429 -10.25025 3.03701
H -6.22015 -7.94873 2.87768
H -7.04410 -7.27272 1.38905
H -4.90918 -8.00153 0.16739
H -4.15927 -7.91067 1.77570
H -5.27235 -4.46600 0.50953
H -6.10110 -5.75552 -0.21683
H -2.97028 -5.27201 -0.85379
H -4.28462 -4.32588 -1.50518
H -3.69026 -6.87222 -3.91968
H -2.47822 -6.32428 -2.93594
H -3.49225 -5.05445 -3.69072
C 0.75567 2.52883 5.03134
C 1.53534 3.83005 4.61084
C 2.14603 4.50052 5.86788
O 2.93956 5.63658 5.54092
C 3.66369 6.06650 6.68951
N 2.64046 3.32249 3.84996
H 1.41113 1.84268 5.56769
H 0.37954 2.07946 4.11226
H -0.07941 2.74988 5.69607
H 0.92011 4.58533 4.12182
H 2.66677 3.78946 6.50922
H 1.37957 4.88779 6.53920
H 4.05158 7.06586 6.49222
H 4.33502 5.24037 6.92389
H 3.00247 6.10867 7.55502
H 2.39883 2.78282 3.03114
H 3.19644 4.11001 3.54865
C -4.58873 -2.99389 -6.85706
C -5.51065 -3.16817 -5.65948
C -6.53214 -2.08612 -5.63412
O -5.95884 -0.85372 -5.24736
C -6.79633 0.29280 -5.38697
N -6.16246 -4.47959 -5.68838
H -4.17428 -1.98825 -6.78616
H -5.14173 -3.04822 -7.79478
H -3.81847 -3.75421 -6.98635
H -4.84757 -2.98291 -4.81444
H -7.33647 -2.31026 -4.93346
H -7.03643 -1.98184 -6.59481
H -7.34205 0.29876 -6.33050
H -6.19362 1.20097 -5.37818
H -7.51205 0.41635 -4.57422
H -6.78360 -4.74223 -4.93651
H -5.60958 -5.27468 -5.97520
C 1.94677 4.20289 -3.47368
C 1.12980 5.46506 -3.76734
C 1.67520 6.30958 -4.94536
O 1.17104 7.63047 -4.66493
C 1.28118 8.44156 -5.80116
N -0.29938 5.24384 -3.81684
H 1.41132 3.53944 -2.79454
H 2.92844 4.35988 -3.02670
H 2.18728 3.66438 -4.39034
H 1.29168 6.13791 -2.92521
H 1.39453 5.88060 -5.90728
H 2.74711 6.45842 -4.81514
H 0.99108 9.47887 -5.63405
H 0.58053 8.21958 -6.60609
H 2.28506 8.51992 -6.21852
H -0.60688 6.03795 -4.35991
H -0.64488 4.50823 -4.41651
C 5.49840 -5.27934 -0.01312
C 4.98023 -6.21123 -1.10861
C 3.62390 -6.76900 -0.73319
O 2.57983 -5.74955 -0.70962
C 1.20723 -6.39251 -0.64816
N 5.03571 -5.39627 -2.27819
H 5.20363 -5.64725 0.96966
H 4.94208 -4.36133 -0.20251
H 6.58038 -5.15102 -0.04399
H 5.69659 -7.02837 -1.19351
H 3.61163 -7.30997 0.21301
H 3.38829 -7.53079 -1.47633
H 0.89175 -6.99203 -1.50207
H 0.56708 -5.61009 -0.24057
H 1.36441 -7.09638 0.16913
H 4.10297 -5.02866 -2.40048
H 5.15694 -6.08656 -3.00545
C 3.02014 -5.78265 -4.87673
C 1.69891 -5.14419 -4.53020
C 0.51174 -6.09696 -4.52903
O -0.00094 -6.68251 -5.70803
C -0.76747 -5.67589 -6.36939
N 1.94825 -4.42934 -3.28416
H 2.87408 -6.24360 -5.85361
H 3.19985 -6.58665 -4.16302
H 3.94009 -5.20498 -4.78681
H 1.54911 -4.39095 -5.30369
H -0.30612 -5.63156 -3.97892
H 0.78972 -6.94195 -3.89909
H -0.12308 -4.80222 -6.46717
H -1.70704 -5.44155 -5.86900
H -0.84991 -5.99872 -7.40721
H 2.07129 -5.09111 -2.53115
H 1.14139 -3.82656 -3.20846
C 7.38488 -1.10201 -4.03219
C 6.97653 -1.85893 -2.76384
C 5.71787 -1.32903 -2.08170
O 5.85443 -0.03070 -1.57958
C 4.72773 0.50042 -0.94343
N 6.83432 -3.21438 -3.26497
H 7.64909 -0.05396 -3.89115
H 6.51457 -1.08308 -4.68816
H 8.16985 -1.60077 -4.60066
H 7.83270 -1.96142 -2.09707
H 5.21110 -2.08433 -1.48102
H 5.03132 -1.30441 -2.92796
H 3.84111 0.50834 -1.57742
H 4.79538 1.58678 -0.88548
H 4.56666 0.24023 0.10274
H 6.43644 -3.20518 -4.19325
H 6.28063 -3.89134 -2.75973
```

Multiplicity: 1
M (g mol⁻¹): 1608.23
HOMO level (eV): -8.191
LUMO level (eV): 0.228

Löwdin population analysis, charges in e, atoms 1 to 2: number 1, C, carries -0.10; number 2, O, carries -0.18

***

*Q*
The following is a DFT calculation (ωB97M-V with the def2-TZVPD basis set) of a cluster of 14 separate species, C72H178N6O30 in total.

```
286
Properties=species:S:1:pos:R:3
C 8.27824 -9.11437 16.86768
O 8.77141 -9.93747 17.88522
C 10.11112 -9.84625 18.18185
C 10.65938 -8.54339 18.84130
O 10.32156 -8.24465 20.20458
C 8.99763 -8.32293 20.64735
C 8.12353 -7.06738 20.49090
O 8.65087 -5.91349 21.07473
C 7.63223 -4.85727 21.13039
H 7.38015 -9.54639 16.42619
H 8.98281 -8.90162 16.06369
H 8.01538 -8.13364 17.26411
H 10.68283 -9.95676 17.26042
H 10.35434 -10.65411 18.87199
H 10.42822 -7.65447 18.25437
H 11.74301 -8.64966 18.89192
H 9.18540 -8.48910 21.70813
H 8.32069 -9.13429 20.37988
H 7.15881 -7.26709 20.95729
H 7.83395 -6.79698 19.47546
H 8.09776 -4.09101 21.75025
H 6.67537 -5.12742 21.57708
H 7.35353 -4.38023 20.19079
C 3.26529 1.34215 13.19178
O 4.26873 0.35451 12.98524
C 4.32265 -0.59402 14.07229
C 3.05134 -1.46384 14.33886
O 1.88590 -0.81619 14.74283
C 0.80760 -1.74670 14.81682
C -0.47975 -1.10888 15.49986
O -0.29583 -1.07153 16.87174
C -1.47587 -0.89298 17.57643
H 3.28896 1.82952 14.16646
H 2.27013 0.92166 13.04709
H 3.30147 2.20522 12.52703
H 4.63708 0.03805 14.90278
H 5.18451 -1.26099 14.05116
H 3.35336 -2.25217 15.02836
H 2.93746 -1.95358 13.37177
H 1.16750 -2.67727 15.25572
H 0.51216 -1.99173 13.79663
H -1.29513 -1.77529 15.21851
H -0.69293 -0.19460 14.94603
H -2.20429 -1.67063 17.34675
H -1.86757 0.12350 17.61444
H -1.18835 -1.07416 18.61209
C 3.68694 1.20767 30.09690
O 4.11900 2.55887 30.32875
C 3.06053 3.51310 30.56030
C 2.13193 3.75470 29.30877
O 2.70377 4.32672 28.13412
C 1.66706 4.59854 27.17264
C 2.09197 4.36734 25.77092
O 2.25171 2.99578 25.24585
C 1.28673 2.03585 25.72093
H 2.78007 0.94527 30.64171
H 4.47594 0.46297 30.20190
H 3.33469 1.09092 29.07202
H 3.52761 4.47322 30.77963
H 2.55454 3.33628 31.50942
H 1.24864 4.33456 29.57645
H 1.71105 2.77394 29.08722
H 1.33704 5.63376 27.25927
H 0.73373 4.06280 27.34582
H 3.04904 4.86633 25.61884
H 1.26184 4.79781 25.21083
H 0.28078 2.29882 25.39376
H 1.33762 1.94315 26.80579
H 1.33083 1.03705 25.28674
C -2.00784 -2.80097 24.83180
O -1.18872 -2.84053 26.02841
C -0.07784 -3.72383 25.97966
C 1.04318 -2.93711 25.17837
O 0.61985 -2.83277 23.83046
C 0.82035 -4.07306 23.17390
C 0.45433 -4.09177 21.68334
O -0.98397 -4.04953 21.59346
C -1.39363 -3.82501 20.31937
H -1.46906 -2.25560 24.05695
H -2.89127 -2.17825 24.97276
H -2.26836 -3.82951 24.58212
H -0.30025 -4.72094 25.59968
H 0.32972 -3.89488 26.97602
H 2.04738 -3.32924 25.33928
H 1.05530 -1.91560 25.55844
H 0.14426 -4.87440 23.47200
H 1.80593 -4.52461 23.28721
H 0.94662 -4.97153 21.26889
H 0.99519 -3.22113 21.31245
H -2.45681 -3.58610 20.29364
H -1.15913 -4.49165 19.48949
H -0.87775 -2.96335 19.89568
C 8.86757 -5.69968 29.31359
O 9.34083 -5.31947 28.07652
C 9.95257 -3.95733 28.06853
C 9.09894 -2.66745 28.44636
O 7.87653 -2.54727 27.77113
C 8.06661 -1.82653 26.58659
C 7.60440 -0.40584 26.69579
O 8.19412 0.31351 27.72531
C 9.17775 1.23296 27.22483
H 8.13410 -5.01378 29.73745
H 9.65930 -5.81002 30.05460
H 8.41200 -6.67781 29.15929
H 10.38805 -3.82121 27.07861
H 10.77977 -3.91504 28.77708
H 9.68578 -1.75113 28.38262
H 8.99788 -2.70601 29.53098
H 7.41700 -2.18950 25.79013
H 9.07825 -1.84473 26.18119
H 6.55862 -0.44378 27.00078
H 7.53818 0.19013 25.78556
H 9.89989 0.70578 26.60138
H 9.66928 1.57654 28.13503
H 8.72203 2.04213 26.65416
C 4.33125 0.53832 24.50381
O 5.19435 -0.16083 23.60623
C 4.86431 -1.54851 23.65056
C 5.84399 -2.22468 22.75735
O 5.35907 -2.30184 21.42713
C 4.34553 -3.27609 21.13084
C 3.64250 -3.02854 19.69515
O 3.05338 -1.70814 19.53826
C 2.37894 -1.60104 18.31287
H 4.56960 1.60150 24.47333
H 4.42207 0.23570 25.54702
H 3.33907 0.28279 24.13180
H 3.84393 -1.82218 23.38219
H 4.99492 -1.97437 24.64540
H 6.16156 -3.20248 23.11952
H 6.72873 -1.59375 22.67229
H 3.54361 -3.37784 21.86207
H 4.87756 -4.20786 21.32275
H 2.96129 -3.86990 19.56805
H 4.42995 -3.14430 18.95041
H 1.90750 -0.62536 18.19496
H 1.58999 -2.35277 18.28950
H 2.98728 -1.84146 17.44097
C 8.48570 -4.99445 16.18450
O 7.73549 -4.63478 17.33192
C 7.17278 -3.32627 17.45964
C 8.15977 -2.25760 17.72071
O 8.98838 -2.40257 18.79229
C 10.17755 -3.10050 18.60178
C 10.87945 -3.50065 19.94850
O 11.20766 -2.43607 20.76203
C 12.19623 -1.56128 20.27852
H 9.13761 -4.20005 15.82112
H 7.78534 -5.18934 15.37233
H 9.03640 -5.86853 16.53205
H 6.37244 -3.35401 18.19908
H 6.68975 -3.05815 16.52001
H 7.68244 -1.29340 17.89556
H 8.70034 -2.15507 16.77977
H 10.80966 -2.30554 18.20607
H 10.14090 -3.89812 17.85978
H 11.69163 -4.21454 19.81131
H 10.06642 -3.99435 20.48081
H 12.67942 -1.17056 21.17405
H 11.72383 -0.70816 19.79160
H 12.99349 -2.00208 19.68003
C -4.30432 5.67059 14.98452
O -3.46008 6.73879 15.34471
C -3.36992 6.82213 16.74651
C -1.92251 6.64350 17.13269
O -1.80507 5.31766 16.93031
C -0.47200 4.94590 16.81937
C -0.30392 3.45728 16.46052
O 1.13684 3.25374 16.26271
C 1.61050 1.87560 16.26497
H -4.50494 5.77443 13.91818
H -5.27626 5.57881 15.46928
H -3.81724 4.69548 14.98153
H -3.99318 6.15028 17.33665
H -3.55549 7.82020 17.14337
H -1.59102 6.88903 18.14161
H -1.31201 7.34841 16.56837
H 0.13458 5.27915 17.66145
H -0.10557 5.53555 15.97904
H -0.87775 3.10123 15.60492
H -0.56343 2.81420 17.30147
H 1.54637 1.47745 15.25231
H 1.02448 1.30730 16.98728
H 2.67049 1.86215 16.51860
C 0.58594 2.95596 20.22174
C 1.09907 2.40327 21.60820
C 0.80343 0.92854 21.76343
O -0.58003 0.77604 21.73243
C -1.04412 -0.56223 21.68334
N 2.51842 2.76019 21.65289
H -0.48048 2.81090 20.04908
H 1.22818 2.48481 19.47767
H 0.92304 3.99075 20.16128
H 0.52398 2.93698 22.36486
H 1.21482 0.61081 22.72151
H 1.37250 0.30266 21.07602
H -0.25950 -1.31874 21.67079
H -1.68001 -0.86127 20.85007
H -1.63755 -0.76653 22.57451
H 3.06971 2.00770 21.26567
H 2.82866 2.77632 22.61393
C 5.51346 2.76878 27.17389
C 6.29357 4.00473 27.53519
C 6.24566 5.20737 26.57421
O 7.20723 6.17569 26.97526
C 7.39650 7.23427 26.01001
N 5.71158 4.46377 28.81676
H 5.57866 2.04050 27.98226
H 5.96345 2.33844 26.27923
H 4.45916 2.96978 26.98372
H 7.30207 3.79247 27.89012
H 5.21896 5.57052 26.52821
H 6.60476 4.88975 25.59530
H 8.13461 7.95967 26.35217
H 6.50548 7.79303 25.72370
H 7.87014 6.85662 25.10384
H 5.59712 3.67280 29.43431
H 4.71695 4.44976 28.64178
C 3.70096 -1.85807 27.68457
C 4.12055 -2.37580 29.10271
C 2.96521 -2.68775 30.14111
O 2.30345 -1.50173 30.53722
C 1.28769 -1.70059 31.54723
N 5.07563 -3.47097 28.85754
H 4.60206 -1.71604 27.08796
H 3.11175 -0.94104 27.68383
H 3.02988 -2.59197 27.23831
H 4.59035 -1.48462 29.51886
H 3.34655 -3.18830 31.03112
H 2.30289 -3.42445 29.68646
H 0.82853 -0.79464 31.94287
H 1.70584 -2.01688 32.50284
H 0.49199 -2.34022 31.16536
H 5.98200 -3.06511 28.67347
H 5.24735 -3.86936 29.76962
C 6.75240 -5.77827 26.48485
C 5.68316 -5.22944 25.60700
C 5.33092 -6.12740 24.40856
O 5.53204 -7.52082 24.54145
C 6.66889 -7.98535 23.86849
N 4.48140 -5.12146 26.43463
H 7.59993 -6.14437 25.90541
H 6.30890 -6.64676 26.97183
H 7.17863 -5.10694 27.23033
H 5.91157 -4.25816 25.16820
H 5.62919 -5.76793 23.42371
H 4.27090 -6.10597 24.15563
H 7.48167 -7.26238 23.79919
H 6.36302 -8.20131 22.84482
H 6.96731 -8.95072 24.27727
H 4.79635 -4.66771 27.28022
H 4.22830 -6.05073 26.73877
C 4.23150 -6.15027 14.25085
C 2.73270 -5.69001 14.31923
C 2.22592 -5.44002 15.76618
O 1.89941 -6.69805 16.38977
C 1.46307 -6.67344 17.72857
N 2.69248 -4.44915 13.56402
H 4.62130 -6.10144 13.23409
H 4.44187 -7.20335 14.43756
H 4.95289 -5.55858 14.81443
H 2.11754 -6.46332 13.85916
H 1.27808 -4.90214 15.74655
H 3.00357 -4.89410 16.30034
H 1.19797 -7.70162 17.97489
H 0.55447 -6.07491 17.79410
H 2.22647 -6.28270 18.40137
H 1.82168 -4.57271 13.06747
H 3.38954 -4.38195 12.83621
C 4.81262 1.48541 18.46084
C 5.62114 1.12669 19.71268
C 6.40433 2.31193 20.26927
O 7.32928 2.79260 19.24281
C 8.62401 2.28290 19.25446
N 4.56181 0.73795 20.63658
H 5.46361 1.86031 17.67105
H 4.08326 2.25481 18.71415
H 4.20008 0.62199 18.20121
H 6.33399 0.33071 19.49736
H 6.85430 2.10444 21.24014
H 5.78984 3.17724 20.51776
H 8.82394 2.02418 20.29426
H 9.24572 3.13717 18.98650
H 8.73284 1.39978 18.62489
H 4.18220 -0.10765 20.23539
H 4.92155 0.45536 21.53705
```

Multiplicity: 1
M (g mol⁻¹): 1608.23
HOMO level (eV): -8.422
LUMO level (eV): 0.292

Löwdin population analysis, charges in e, atoms 1 to 2: number 1, C, carries -0.11; number 2, O, carries -0.18

***

Which of them is least stable? Easy: *P*.